1.
Here is a structure of composition CH4O3S2 from the Open Molecules 2025 dataset. Energies are from ωB97M-V/def2-TZVPD.

```
10
Properties=species:S:1:pos:R:3:lowdin_charge:R:1
C 1.275 0.823 0.181 -0.2844
O 1.443 -1.681 -0.317 -0.4722
O -1.674 0.770 0.512 -0.6673
O -3.439 -0.802 -0.039 -0.3947
S -3.034 0.539 0.080 0.9072
S -0.023 -0.605 0.180 0.8369
H 1.879 0.638 0.971 -0.0281
H 1.753 0.624 -0.794 0.0298
H 0.808 1.906 0.234 0.0825
H 1.013 -2.212 -1.007 -0.0097
```

Values from the calculation:
- ΔE to the lowest compared entry with this formula, charge and spin (kJ/mol) = 68.4
- HOMO (Ha) = -0.315
- total charge = 0
- multiplicity = 1
- energy (eV) = -28912.16992

***

2.
Here is a cluster of 2 separate species, CH4OS2 in total from the Open Molecules 2025 dataset. Energies are from ωB97M-V/def2-TZVPD.

```
8
Properties=species:S:1:pos:R:3:lowdin_charge:R:1
C 1.545 -0.587 -0.713 -0.7732
O 0.914 -1.667 -0.321 -0.0377
S -2.046 0.721 0.622 0.4059
S 0.884 0.877 -0.795 0.6520
H 2.591 -0.817 -1.075 0.0941
H -0.009 -1.512 0.006 0.1026
H -0.975 1.622 0.888 -0.1885
H -2.904 1.364 1.389 -0.2551
```

Values from the calculation:
- ΔE to the lowest compared entry with this formula, charge and spin (kJ/mol) = 29.7
- HOMO (Ha) = -0.337
- SMILES = OC=S.S
- total charge = 0
- multiplicity = 1
- energy (eV) = -24818.96737

***

3.
Here is the molecule CH4OS3 from the Open Molecules 2025 dataset. Energies are from ωB97M-V/def2-TZVPD.

```
9
Properties=species:S:1:pos:R:3:lowdin_charge:R:1
C 0.202 0.942 -0.149 -0.3764
O -1.775 -1.946 1.242 -0.7389
S -0.509 -2.131 0.539 0.6703
S -0.986 -0.201 -1.010 0.2435
S -2.708 0.151 -0.215 0.2061
H -0.263 1.853 -0.094 -0.0155
H 1.251 1.052 -0.544 0.0697
H 0.230 0.358 0.799 0.0066
H -0.808 -2.588 -0.800 -0.0656
```

Values from the calculation:
- ΔE to the lowest compared entry with this formula, charge and spin (kJ/mol) = 185.0
- HOMO (spin up / spin down) (Ha) = -0.315 / -0.315
- SMILES = CS(=S)#[SH]=O
- total charge = 0
- multiplicity = 1
- energy (eV) = -35652.58517

***

4.
Here is a cluster of 2 separate species, CH4OS3 in total from the Open Molecules 2025 dataset. Energies are from ωB97M-V/def2-TZVPD.

```
9
Properties=species:S:1:pos:R:3:lowdin_charge:R:1
C 1.131 1.059 0.816 -0.5584
O -0.815 -1.353 0.527 -0.5644
S -2.865 -1.288 -1.525 0.1947
S 1.039 1.164 -0.962 0.5782
S -1.020 -0.884 -0.829 0.2999
H 0.458 1.931 0.961 0.0054
H 1.992 1.104 1.417 0.0107
H 0.526 0.056 1.194 0.0759
H -0.447 -1.789 -1.600 -0.0420
```

Values from the calculation:
- ΔE to the lowest compared entry with this formula, charge and spin (kJ/mol) = 384.7
- HOMO (spin up / spin down) (Ha) = -0.334 / -0.334
- total charge = 0
- multiplicity = 1
- energy (eV) = -35650.51534

***

5.
Here is a structure of composition CH4OS3 from the Open Molecules 2025 dataset. Energies are from ωB97M-V/def2-TZVPD.

```
9
Properties=species:S:1:pos:R:3:lowdin_charge:R:1
C -1.210 1.476 -0.848 -0.5654
O 0.488 -0.627 -1.562 -0.6198
S 2.519 0.292 0.186 0.2643
S -0.878 1.010 0.658 0.6446
S 0.898 -0.694 -0.163 0.2240
H -1.770 2.375 -1.046 0.0094
H -0.836 0.882 -1.679 -0.0090
H 0.708 -2.419 2.449 0.0421
H 0.081 -2.295 2.005 0.0097
```

Values from the calculation:
- ΔE to the lowest compared entry with this formula, charge and spin (kJ/mol) = 210.9
- expectation value of S² = 2.08
- HOMO (spin up / spin down) (Ha) = -0.268 / -0.375
- total charge = 0
- multiplicity = 3
- energy (eV) = -35650.25059

***

6.
Here is a cluster of 2 separate species, CH4S3 in total from the Open Molecules 2025 dataset. Energies are from ωB97M-V/def2-TZVPD.

```
8
Properties=species:S:1:pos:R:3:lowdin_charge:R:1
C 1.342 -0.086 -0.870 0.0344
S -1.747 1.236 1.381 0.2250
S -0.188 -1.725 1.248 0.0962
S -1.811 -0.784 0.676 -0.1094
H 2.263 -0.502 -0.650 -0.0454
H 0.968 0.740 -0.370 -0.0656
H 0.634 -0.706 -1.563 0.0356
H -1.461 1.827 0.146 -0.1709
```

Values from the calculation:
- ΔE to the lowest compared entry with this formula, charge and spin (kJ/mol) = 257.6
- HOMO (spin up / spin down) (Ha) = -0.322 / -0.327
- total charge = 0
- multiplicity = 1
- energy (eV) = -33604.82978

***

7.
Here is a structure of composition CH5AuO2 from the Open Molecules 2025 dataset. Energies are from ωB97M-V/def2-TZVPD.

```
9
Properties=species:S:1:pos:R:3:lowdin_charge:R:1
O 0.108 0.186 -0.030 -0.2991
H -0.407 -1.795 0.381 0.2978
C 1.147 1.096 -0.231 0.0070
H 0.969 1.739 -1.111 0.1446
H 1.247 1.772 0.637 0.1732
H 2.104 0.571 -0.394 0.1511
Au -1.531 0.120 -0.218 1.5282
O -1.544 -1.641 0.144 -0.1434
H -2.092 -2.048 0.822 0.1404
```

Values from the calculation:
- ΔE to the lowest compared entry with this formula, charge and spin (kJ/mol) = 0.0
- expectation value of S² = 2.01
- HOMO (spin up / spin down) (Ha) = -0.794 / -0.830
- total charge = +2
- multiplicity = 3
- energy (eV) = -8875.56696

***

8.
Here is the molecule CH5BS from the Open Molecules 2025 dataset. Energies are from ωB97M-V/def2-TZVPD.

```
8
Properties=species:S:1:pos:R:3:lowdin_charge:R:1
B 0.281 -0.561 0.008 -0.6393
C -0.986 0.564 -0.046 -0.1772
S 1.902 0.079 -0.051 0.7631
H -0.157 -1.784 0.097 0.0480
H -1.620 0.496 0.953 0.0843
H -1.652 0.502 -0.908 0.0297
H -0.619 1.604 -0.042 0.0219
H 2.852 -0.900 -0.012 -0.1305
```

Values from the calculation:
- ΔE to the lowest compared entry with this formula, charge and spin (kJ/mol) = 21.6
- HOMO (Ha) = -0.390
- SMILES = CBS
- total charge = 0
- multiplicity = 1
- energy (eV) = -12629.52266

***

Q: Which value of ΔE to the lowest compared entry with this formula, charge and spin does entry 3 give?
A: 185.0 kJ/mol

***

Q: Number 2 is which compound?
A: CH4OS2

***

Q: The highest ΔE to the lowest compared entry with this formula, charge and spin belongs to which entry?
A: number 4

***

Q: What is the formula in the third record?
A: CH4OS3